Record 1
# C2H2N4

The molecule C2H2N4 at a distorted geometry (ωB97M-V/def2-TZVPD, the Open Molecules 2025 dataset).

Element x y z (Å)
C  -0.66679  -1.06884  0.17798
N  0.73289  -1.00737  0.20088
N  1.27025  0.07588  -0.03239
N  1.52831  1.15650  -0.25762
C  -1.99352  0.99326  -0.24818
N  -1.41386  -0.04323  0.12044
H  -1.08183  -2.07007  0.08737
H  -1.71157  1.89254  0.32847

Summary:
**LUMO level (alpha / beta)**: -0.2210 / -0.2196 eV
**Energy above the lowest of the compared OMol25 structures with the same formula, charge and spin**: 4.8807 eV
**HOMO (alpha / beta)**: -7.8 / -7.8 eV
**Frontier orbital gap (alpha / beta)**: 0.2790 / 0.2790 Eh
**Total energy**: -8061.251 eV
**Spin multiplicity**: 1

These are the natural (NBO) partial charges, in e, on atoms 1 to 4:
1 C 0.11
2 N -0.35
3 N 0.24
4 N -0.02


Record 2
# C6H15N

C6H15N as an isolated structure at a distorted geometry (ωB97M-V/def2-TZVPD, the Open Molecules 2025 dataset).

Element x y z (Å)
C  -1.25526  1.18055  0.50879
C  -1.34380  0.11649  -0.39195
C  -3.32916  -0.04223  -0.58354
C  -1.01394  -1.26954  -0.13030
C  1.12704  -0.55582  1.52849
N  1.91230  -1.35188  0.80696
C  3.99592  0.62718  -0.75966
H  -1.76484  0.95179  1.45213
H  -1.41128  2.14677  0.08834
H  -1.16094  0.37458  -1.49065
H  -4.05559  -0.68688  -0.16376
H  -3.53356  0.27816  -1.56890
H  -3.11044  0.82685  0.11427
H  -1.44782  -1.92851  -0.87780
H  -1.35148  -1.55310  0.90530
H  0.10163  -1.36999  -0.14338
H  0.51286  0.15364  1.01979
H  1.16180  -0.52104  2.68619
H  4.56339  0.01492  -1.42053
H  3.31576  1.33029  -1.29258
H  4.73205  1.29019  -0.23175
H  3.35537  -0.01240  -0.05544

Summary:
**LUMO level**: -2.7447 eV
**Energy above the lowest of the compared OMol25 structures with the same formula, charge and spin**: 10.0533 eV
**HOMO**: -7.0 eV
**Frontier orbital gap**: 0.1578 Eh
**Total energy**: -7945.713 eV
**Spin multiplicity**: 1

These are the natural (NBO) partial charges, in e, on atoms 1 to 4:
1 C -0.31
2 C -0.20
3 C -0.61
4 C -0.65


Record 3
# C2H6O

A 2-piece molecular cluster, C2H6O overall (ωB97M-V/def2-TZVPD, the Open Molecules 2025 dataset).

Element x y z (Å)
C  0.32530  0.87101  -0.25856
C  -0.05038  -0.41955  0.42810
O  -1.21273  -0.53597  1.02791
H  0.54761  1.58752  0.54340
H  1.21325  0.76696  -0.88950
H  -0.51712  1.25787  -0.83375
H  0.82432  -0.94090  0.86565
H  -0.19456  -1.34014  -0.76746
H  -0.93569  -1.24680  -0.11578

Summary:
**LUMO level**: 0.6757 eV
**Energy above the lowest of the compared OMol25 structures with the same formula, charge and spin**: 3.9195 eV
**HOMO**: -9.6 eV
**Frontier orbital gap**: 0.3790 Eh
**Total energy**: -4214.548 eV
**Spin multiplicity**: 1

These are the natural (NBO) partial charges, in e, on atoms 1 to 4:
1 C -0.68
2 C 0.23
3 O -0.78
4 H 0.24


Record 4
# C36H29Cl2N7O3Tc

C36H29Cl2N7O3Tc as an isolated structure at a distorted geometry (ωB97M-V/def2-TZVPD, the Open Molecules 2025 dataset).

Element x y z (Å)
Tc  -0.09399  0.09300  0.20974
Cl  -0.27553  -2.79574  6.60574
C  0.13697  -2.44310  4.96017
C  -0.51844  -1.40607  4.31580
C  -0.19458  -1.10085  2.99960
N  -0.78946  -0.12477  2.18860
C  -2.05652  0.30282  2.45882
O  -2.55254  0.58753  3.52628
C  -2.89986  0.16906  1.21230
C  -4.26667  0.30396  1.24148
C  -5.00398  -0.11867  0.14339
C  -4.32928  -0.69367  -0.91653
C  -2.94592  -0.74808  -0.88907
N  -2.23238  -0.29279  0.14435
C  0.72801  -1.87147  2.30736
C  1.37718  -2.91457  2.95795
C  1.10216  -3.18731  4.28629
Cl  1.96517  -4.46770  5.07407
N  0.88064  -1.58245  0.93922
C  2.20295  -1.83949  0.48012
O  2.43582  -2.49751  -0.50065
C  3.38878  -1.27864  1.27255
C  4.65596  -1.73114  0.94223
C  5.74836  -1.19479  1.60589
C  5.53806  -0.22303  2.56530
C  4.22896  0.16236  2.83310
N  3.17722  -0.35025  2.20533
H  -1.27031  -0.83355  4.83826
H  -4.72068  0.70753  2.13693
H  -6.08244  -0.02759  0.12719
H  -4.85914  -1.09194  -1.77084
H  -2.38225  -1.15783  -1.71599
H  2.09043  -3.53275  2.42700
H  4.76506  -2.49288  0.18141
H  6.75036  -1.53678  1.38023
H  6.36457  0.22948  3.09800
H  4.01198  0.91319  3.58725
O  1.76444  0.56356  -0.32238
C  2.45958  1.65534  -0.51882
C  3.73145  1.53598  -1.10549
C  4.55945  2.62591  -1.23048
C  4.14270  3.88787  -0.79574
C  2.88182  4.02729  -0.26468
C  2.02251  2.92949  -0.12589
C  0.68195  3.09245  0.40532
N  -0.33854  2.23457  0.36556
C  -1.43395  2.89917  0.90071
C  -1.07628  4.14272  1.27890
N  0.25743  4.24946  0.96202
H  4.03364  0.54880  -1.43565
H  5.54050  2.50552  -1.67478
H  4.79404  4.74608  -0.89196
H  2.55883  5.02055  0.02968
H  -2.40944  2.45359  0.95804
H  -1.63526  4.93603  1.74410
H  0.84616  5.03992  1.14427
C  -3.06179  3.97672  -2.82024
N  -2.70756  2.61942  -3.19250
C  -3.89605  1.79619  -3.30563
C  -1.71345  2.07050  -2.28829
C  -1.01332  0.81488  -2.78646
C  -1.00518  0.56515  -4.15873
C  -0.38083  -0.55505  -4.68643
C  0.27196  -1.43348  -3.83544
C  0.30207  -1.17442  -2.47051
C  -0.32421  -0.05152  -1.91890
H  -3.75352  4.38875  -3.55723
H  -2.16958  4.60474  -2.80074
H  -3.54712  4.03152  -1.82947
H  -4.53666  2.19419  -4.09527
H  -4.47845  1.77891  -2.36812
H  -3.62434  0.77227  -3.56862
H  -2.14285  1.88467  -1.29408
H  -0.95277  2.84535  -2.15693
H  -1.51017  1.26732  -4.81294
H  -0.40474  -0.73718  -5.75534
H  0.77012  -2.31546  -4.22302
H  0.83314  -1.86656  -1.83598

Summary:
**LUMO level (alpha / beta)**: -1.2120 / -0.9881 eV
**HOMO (alpha / beta)**: -7.2 / -7.2 eV
**Frontier orbital gap (alpha / beta)**: 0.2191 / 0.2301 Eh
**Total energy**: -81620.394 eV
**Spin multiplicity**: 2

These are the Löwdin partial charges, in e, on atoms 1 to 4:
1 Tc 1.58
2 Cl 0.66
3 C -0.68
4 C -0.03